Model a:
C3H10NO | ωB97M-V/def2-TZVPD

Each line ends with the natural charge from an NBO analysis.
Element x y z (Å)
C -0.2857 -2.4046 1.8184  -0.43
N 0.3779 -1.0817 1.5024  -0.68
H -0.5937 -2.8683 0.8900  0.25
H -1.1493 -2.2356 2.4739  0.26
H 0.3773 -3.0479 2.3995  0.27
H 1.3989 -1.1908 1.5166  0.45
H 0.0731 -0.5253 0.7045  0.43
H 0.3098 -0.4479 2.3096  0.45
O -0.4296 0.2780 -1.4653  -0.09
C 0.2612 1.1707 -1.8343  0.47
C -0.3089 2.5983 -2.0507  -0.63
H 1.3699 1.1154 -1.9168  0.33
H 0.0595 3.2927 -1.2988  0.32
H -0.0889 2.9916 -3.0450  0.33
H -1.3715 2.3554 -2.0041  0.28

Spin multiplicity ... 2
Net charge ... +2
HOMO (alpha / beta) ... -21.925 / -21.924 eV

***

Model b:
C3H10NO | ωB97M-V/def2-TZVPD

Each line ends with the Mulliken spin population.
Element x y z (Å)
C -2.2382 -0.8604 -0.2534  0.08
O -0.8513 -1.1199 -0.6288  0.45
H -2.7945 -0.4300 -1.1620  0.11
H -2.8291 -1.7466 0.0338  0.03
H -2.1474 0.0323 0.4689  0.01
H -0.8855 -1.9569 -1.2167  -0.01
C 1.7599 1.0631 0.5585  0.20
C 1.0964 1.9206 -0.2256  0.12
N 1.3282 -0.4332 0.4769  -0.01
H 2.1475 1.4352 1.5555  0.00
H 1.2012 2.9762 0.0700  0.00
H 0.3112 1.6435 -0.9540  0.01
H 2.2346 -0.9785 0.3290  0.01
H 0.9223 -0.7875 1.3019  0.01
H 0.7446 -0.7579 -0.3540  0.00

Spin multiplicity ... 2
Net charge ... +2
HOMO (alpha / beta) ... -20.711 / -19.079 eV

***

Least stable: model b

***

Model a:
C6H15ClI2O2PSSn | ωB97M-V/def2-TZVPD

Each line ends with the natural charge from an NBO analysis.
Element x y z (Å)
I -1.0322 -1.8972 0.0770  0.35
I -1.0588 1.7776 0.9436  -0.05
Sn 0.9899 0.1804 -0.3430  1.06
P 0.2677 0.2120 -2.7772  1.14
C -1.4879 0.1913 -3.1883  -0.97
C 0.9685 1.7174 -3.4777  -0.98
H 1.9470 -1.4980 -2.9996  0.28
H 1.3117 -0.9841 -4.5867  0.32
H 0.3431 -2.0726 -3.5440  0.29
C 1.0378 -1.2222 -3.5504  -0.98
H 1.8804 1.9998 -2.9350  0.28
H 1.2228 1.5594 -4.5336  0.31
H -1.6004 0.2452 -4.2868  0.33
H -2.0055 1.0509 -2.7337  0.29
H 0.2439 2.5401 -3.3988  0.30
H -1.9621 -0.7330 -2.8238  0.28
C -3.3865 -0.1146 0.1356  0.46
O -4.2127 -0.0309 0.9124  -0.39
Cl 3.0821 -0.1579 0.7817  -0.24
C 0.1501 0.9936 4.8961  -0.80
S -0.2702 -0.1219 3.5473  1.40
C 0.9545 -1.4382 3.6467  -0.82
O -1.5820 -0.7451 3.8454  -0.59
H 1.2262 1.1973 4.8142  0.28
H -0.1246 0.5232 5.8525  0.31
H -0.4365 1.9090 4.7331  0.29
H 1.3881 -1.4448 4.6539  0.30
H 0.4087 -2.3671 3.4476  0.29
H 1.7369 -1.2698 2.8917  0.26

Net charge ... +3
HOMO (alpha / beta) ... -19.968 / -19.773 eV

***

Model b:
C6H15ClI2O2PSSn | ωB97M-V/def2-TZVPD

Each line ends with the natural charge from an NBO analysis.
Element x y z (Å)
I -4.4132 -3.8127 -1.4610  0.46
I -4.8636 -1.9634 -3.3741  0.54
Sn 0.1473 -0.6157 1.0174  0.89
P 1.7562 -1.1708 -1.0433  0.93
C 1.1055 -2.2777 -2.3300  -0.95
C 2.4865 0.1911 -2.0133  -0.93
H 3.7257 -1.3871 0.3346  0.28
H 3.9058 -2.2098 -1.2635  0.28
H 2.9412 -2.9800 0.0622  0.27
C 3.2246 -2.0255 -0.4140  -0.95
H 2.8102 0.9959 -1.3428  0.28
H 3.3494 -0.2254 -2.5692  0.28
H 1.9554 -2.6532 -2.9223  0.29
H 0.4174 -1.7175 -2.9747  0.25
H 1.7335 0.5706 -2.7139  0.26
H 0.5734 -3.1193 -1.8673  0.25
C -1.5699 -0.5625 -0.7620  0.52
O -2.5686 -0.8461 -1.2294  -0.41
Cl 1.4149 1.4576 1.1685  -0.50
C -1.7186 3.7043 2.0209  -0.79
S -1.7450 1.9291 1.6856  1.39
C -1.6043 1.3314 3.3875  -0.80
O -3.1218 1.5835 1.2297  -0.58
H -0.8611 3.9274 2.6585  0.29
H -2.6623 3.9956 2.4783  0.30
H -1.5804 4.2108 1.0690  0.29
H -2.6192 1.4558 3.7816  0.30
H -1.3300 0.2713 3.4379  0.27
H -0.8889 1.9420 3.9492  0.30

Net charge ... +3
HOMO (alpha / beta) ... -18.599 / -18.581 eV

***

Least stable: model a

***

Model a:
C3H8NO2 | ωB97M-V/def2-TZVPD

Each line ends with the natural charge from an NBO analysis.
Element x y z (Å)
C 1.4202 0.7665 0.0942  0.49
C -1.9138 -0.3125 0.5691  -0.59
C -0.9448 0.2740 -0.5896  -0.26
N 0.4335 -0.0102 -0.2228  -0.03
O 2.6260 0.2215 0.2791  -0.61
O 0.6228 -1.6109 -0.4618  -0.49
H 1.3834 1.8041 -0.1027  0.23
H -1.8160 -1.3590 0.5504  0.23
H -1.4435 0.1681 1.4133  0.21
H -2.9663 -0.1198 0.5930  0.25
H -1.2122 1.3666 -0.6942  0.26
H -0.9789 -0.1062 -1.5998  0.25
H 3.2742 0.8552 0.6449  0.54
H 1.5154 -1.9375 -0.4731  0.51

SMILES ... CC/[N+](O)=C/O
Net charge ... +1
HOMO ... -16.045 eV

***

Model b:
C3H8NO2 | ωB97M-V/def2-TZVPD

Each line ends with the natural charge from an NBO analysis.
Element x y z (Å)
C -1.3533 -0.6746 0.4755  0.40
C 0.6603 -0.6828 -1.1316  -0.73
C -0.1202 0.1698 -0.1142  0.30
N 0.7283 0.6523 1.0967  -0.72
O -2.4863 -0.2468 0.3611  -0.44
O -0.6166 1.4048 -0.6208  -0.69
H -0.8922 -1.7229 0.9488  0.15
H 1.6593 -0.2280 -1.4894  0.26
H 0.8746 -1.7649 -0.9584  0.27
H 0.1688 -0.6784 -2.1798  0.30
H 0.8638 -0.0682 1.7822  0.44
H 1.6547 0.8954 0.7034  0.46
H 0.3994 1.5270 1.6800  0.48
H -1.5405 1.4173 -0.5536  0.51

SMILES ... C[C@@]([NH3+])(O)C=O
Net charge ... +1
HOMO ... -15.249 eV

***

Model c:
C3H8NO2 | ωB97M-V/def2-TZVPD

Each line ends with the natural charge from an NBO analysis.
Element x y z (Å)
O -1.5223 0.5609 0.3358  -0.66
C -2.6475 0.1491 0.5109  0.69
O -3.7154 0.8246 0.1549  -0.60
H -2.7960 -0.8896 0.8405  0.13
H -4.4774 0.3022 0.4623  0.51
C 1.4822 -0.6252 -0.4545  -0.07
C 2.7106 -0.7470 -0.9343  -0.33
N 1.0882 0.5150 0.4016  -0.73
H 0.5587 -1.0638 -0.8215  0.24
H 3.1837 -1.6716 -1.2263  0.25
H 3.2598 0.1645 -1.1807  0.22
H 0.0348 0.5425 0.5477  0.48
H 1.5165 0.4913 1.3248  0.44
H 1.3240 1.4471 0.0388  0.43

Net charge ... +1
HOMO ... -14.454 eV

***

Model d:
C3H8NO2 | ωB97M-V/def2-TZVPD

Each line ends with the natural charge from an NBO analysis.
Element x y z (Å)
C -0.5605 -1.8843 -0.0187  -0.05
C 2.3080 0.6623 -0.0783  -0.29
C -1.7996 0.6864 0.1100  -0.31
N 0.0618 -0.8159 0.1359  0.21
O 1.9100 -0.5993 0.0863  -0.22
O -0.3977 0.4255 0.0572  -0.30
H -1.5106 -2.0099 -0.4081  0.24
H -0.0109 -2.7560 0.2293  0.25
H 3.4187 0.3668 -0.3680  0.35
H 2.0284 1.4504 0.6313  0.23
H 2.1836 1.2193 -1.1532  0.23
H -2.4620 0.1408 0.8921  0.22
H -2.3845 0.5043 -0.7948  0.22
H -1.9695 1.5903 0.5324  0.24

Net charge ... +1
HOMO ... -15.355 eV

***

Least stable: model d

***

Model a:
C3H7PS | ωB97M-V/def2-TZVPD

Each line ends with the natural charge from an NBO analysis.
Element x y z (Å)
C 0.4035 -0.3508 -0.6523  -0.13
C -1.9417 -0.0522 -0.0749  -0.61
C -0.5273 0.5453 -0.0755  -0.60
P 2.0643 -0.3817 0.0456  0.74
S 3.6446 -0.3221 -1.0711  -0.53
H -2.8514 0.6349 0.1303  0.22
H -1.9704 -0.5583 0.9288  0.22
H -2.0243 -0.5912 -1.0249  0.24
H -0.2655 1.0303 0.8665  0.20
H -0.3751 1.3242 -0.8504  0.31
H 1.5548 -1.6435 0.5118  -0.01
H 2.2885 0.3653 1.2661  -0.04

HOMO ... -8.836 eV

***

Model b:
C3H7PS | ωB97M-V/def2-TZVPD

Each line ends with the natural charge from an NBO analysis.
Element x y z (Å)
C -1.0093 0.3231 -2.1611  -0.71
C 0.6125 0.8717 0.6255  -0.63
C 0.0091 -0.4585 1.1007  -0.53
P -2.4488 0.7044 -1.6027  0.46
S -0.2335 -1.6298 -0.2429  -0.05
H 0.9246 1.4397 1.6310  0.20
H 1.5737 0.7982 0.1734  0.21
H -0.0242 1.5604 0.0482  0.23
H -1.0562 -0.3058 1.4805  0.24
H 0.6500 -0.9533 1.7958  0.23
H -0.0516 -0.1091 -2.2708  0.21
H 1.0539 -2.2409 -0.5776  0.14

SMILES ... C#P.CCS
HOMO ... -8.498 eV

***

Least stable: model a

***

Model a:
C26H33N3O5S | ωB97M-V/def2-TZVPD

Each line ends with the natural charge from an NBO analysis.
Element x y z (Å)
C -2.9001 -3.8697 1.2632  -0.61
H -3.8973 -3.6410 0.8931  0.20
H -2.8925 -3.7509 2.3439  0.22
H -2.6807 -4.9077 1.0295  0.22
C -1.8437 -2.9643 0.6272  -0.05
N -2.0279 -1.5856 1.0853  -0.44
C -1.1684 -1.1147 2.0125  0.68
O -0.1831 -1.7354 2.3709  -0.63
C -1.4985 0.2178 2.7039  -0.33
N -1.4431 1.4095 1.8793  -0.43
C -2.5731 2.1479 1.7256  0.68
O -3.6492 1.8080 2.1763  -0.61
C -2.4027 3.4750 1.0090  -0.16
H -2.2312 4.2419 1.7836  0.20
O -1.3737 3.5203 0.0492  -0.48
C -0.2252 2.8806 0.3983  0.30
C 0.9529 3.2767 -0.2211  -0.25
C 2.1489 2.6618 0.1031  -0.19
C 2.1528 1.6530 1.0454  -0.35
C 0.9878 1.2270 1.6547  -0.18
C -0.2213 1.8325 1.3328  0.08
H 1.0623 0.4244 2.3699  0.26
S 3.7118 0.8805 1.5003  2.35
O 4.7228 1.8936 1.3948  -0.94
O 3.5193 0.2152 2.7539  -0.94
N 4.0120 -0.2481 0.3405  -0.71
C 3.3804 -1.5374 0.4406  -0.22
H 4.0505 -2.2949 0.0242  0.20
C 2.0146 -1.5873 -0.2487  -0.42
H 1.4034 -0.7827 0.1619  0.20
H 1.5357 -2.5324 0.0138  0.22
C 2.0766 -1.4563 -1.7682  -0.39
H 2.5700 -2.3355 -2.1900  0.19
C 2.8020 -0.1994 -2.2529  -0.40
C 4.3228 -0.3159 -2.1386  -0.42
H 4.6100 -1.3419 -2.3770  0.20
C 4.8819 0.0667 -0.7615  -0.21
H 5.8523 -0.4303 -0.6201  0.19
H 5.0537 1.1414 -0.6981  0.23
H 4.7985 0.3317 -2.8775  0.22
H 2.5472 -0.0448 -3.3045  0.21
H 2.4511 0.6696 -1.6921  0.20
H 1.0544 -1.4418 -2.1565  0.20
H 3.2439 -1.7349 1.5061  0.24
H 3.0796 2.9760 -0.3397  0.24
H 0.9041 4.0733 -0.9456  0.23
H -3.3312 3.7149 0.4864  0.23
H -0.7862 0.3146 3.5294  0.23
H -2.5087 0.1723 3.1218  0.26
C -3.1483 -0.8349 0.5705  -0.28
C -2.7934 0.1353 -0.5361  0.06
C -3.8023 0.9267 -1.0739  -0.24
C -3.5258 1.8229 -2.0894  -0.21
C -2.2379 1.9361 -2.5869  -0.21
C -1.2288 1.1547 -2.0551  -0.21
C -1.5047 0.2644 -1.0313  -0.25
H -0.7037 -0.3241 -0.6097  0.22
H -0.2188 1.2403 -2.4281  0.22
H -2.0223 2.6352 -3.3803  0.21
H -4.3177 2.4356 -2.4942  0.21
H -4.8058 0.8428 -0.6824  0.22
H -3.6455 -0.2810 1.3730  0.25
H -3.8838 -1.5455 0.1850  0.22
C -1.8449 -3.0961 -0.8920  -0.62
H -2.8001 -2.8061 -1.3228  0.20
H -1.6556 -4.1337 -1.1549  0.22
H -1.0658 -2.4850 -1.3376  0.22
H -0.8608 -3.2605 1.0077  0.25

SMILES ... CC(C)N(Cc1ccccc1)C(=O)CN1C(=O)COc2ccc(S(=O)(=O)N3CCCCCC3)cc21
HOMO ... -8.595 eV

***

Model b:
C26H33N3O5S | ωB97M-V/def2-TZVPD

Each line ends with the natural charge from an NBO analysis.
Element x y z (Å)
O -0.7126 3.0242 -2.3624  -0.51
C 0.4372 3.0097 -2.1471  0.70
O 1.5147 2.8809 -3.0109  -0.68
H 1.1090 2.8589 -3.9661  0.50
C 0.9494 3.3452 -0.9754  -0.08
C 1.5158 4.6248 -0.3491  -0.02
C 1.9515 4.7717 1.0589  0.25
N 2.0974 3.6019 1.7307  -0.41
C 1.5392 2.4704 1.3885  0.06
C 1.3411 1.3837 2.3732  -0.16
C 1.0105 0.1899 2.1726  -0.21
C 0.5020 0.0556 0.7226  -0.26
C 0.2791 1.0203 -0.3666  -0.16
C 0.9862 2.2093 0.2249  0.10
H 0.0316 0.7930 -1.2802  0.23
S -0.4781 -1.4239 0.3839  2.32
O -0.0896 -1.8923 -1.0223  -0.99
O -0.3558 -2.3882 1.4300  -0.97
N -1.9300 -1.1952 0.1115  -0.80
C -2.7214 -1.3368 -0.9858  -0.24
C -4.0538 -1.9085 -0.8986  -0.34
H -4.7277 -1.0054 -0.3701  0.17
H -4.4320 -2.4302 -1.6113  0.23
C -4.1004 -2.8786 0.5009  -0.28
C -3.2343 -2.4666 1.4798  -0.37
C -2.7939 -1.1026 1.3281  -0.23
H -3.6644 -0.1543 1.1392  0.24
H -1.9711 -0.8642 2.1907  0.23
H -2.8047 -2.9329 2.1256  0.22
H -4.3388 -2.1832 2.3873  0.17
C -3.3390 -4.3080 -0.1909  0.69
O -4.0795 -5.0314 -0.9489  -0.71
N -2.1264 -4.4653 0.0631  -0.63
H -1.6606 -3.6897 0.4393  0.42
C -1.4654 -5.5573 -0.4474  -0.05
H -2.0502 -6.3486 -0.7551  0.23
C -0.2053 -5.3119 -1.5264  -0.43
C 0.9138 -5.6679 -0.4668  -0.40
H 1.3024 -6.7277 -1.0030  0.19
C 0.7754 -5.6586 0.9216  -0.45
H 0.4971 -4.7320 1.2722  0.21
H 1.3690 -6.1863 1.6069  0.23
C -0.7555 -6.1947 0.7788  -0.37
H -0.8246 -7.2825 0.5580  0.19
H -1.1621 -6.0589 1.6707  0.19
H 1.7437 -5.1882 -0.9710  0.22
H -0.3828 -4.1916 -1.5273  0.22
H -0.6041 -5.7611 -2.3973  0.24
H -5.0211 -3.3223 0.4778  0.25
H -2.7188 -0.3571 -1.6460  0.20
H -2.0700 -2.1493 -1.6828  0.25
H 0.8253 -0.6720 2.7289  0.25
H 1.8040 1.3722 3.3371  0.22
C 2.6412 5.8328 1.5174  -0.48
H 2.8470 5.6274 2.5971  0.25
H 2.0832 6.6818 1.6148  0.23
C 4.0743 6.1401 0.6175  -0.36
C 3.8937 6.9167 -0.5737  -0.44
C 3.1736 5.9680 -1.6003  -0.33
H 3.4400 5.0230 -1.6164  0.19
H 3.0572 6.5434 -2.7071  0.20
C 1.6026 5.6950 -1.1861  -0.44
H 1.0921 5.4605 -2.2092  0.22
H 1.2336 6.7634 -0.6962  0.21
H 3.2352 7.7992 -0.4646  0.21
H 4.7695 7.0845 -1.0356  0.22
H 4.6158 6.7764 1.3354  0.21
H 4.6199 5.1011 0.7127  0.23

HOMO ... -8.171 eV

***

Least stable: model b

***

Model a:
C4H4N2OS | ωB97M-V/def2-TZVPD

Each line ends with the natural charge from an NBO analysis.
Element x y z (Å)
C -1.3737 0.4178 -0.0039  0.19
C 0.6399 0.9424 -0.0409  0.32
C 1.0808 -1.0198 -0.0218  -0.19
C -0.1801 -0.1631 -0.0962  -0.26
H -2.8452 -1.3317 -0.2671  0.13
H 2.5896 0.3998 0.6380  0.39
H 1.2606 -1.7228 -0.8901  0.21
H 1.1868 -1.6089 0.9024  0.21
N 0.0922 2.1087 -0.0468  -0.16
N 1.8963 0.2399 -0.1175  -0.59
O -1.2792 1.7791 -0.0496  -0.31
S -3.0680 -0.0414 -0.0065  0.07

HOMO ... -8.937 eV

***

Model b:
C4H4N2OS | ωB97M-V/def2-TZVPD

Each line ends with the natural charge from an NBO analysis.
Element x y z (Å)
C -1.7254 -1.6740 -0.4466  -0.42
C -1.1298 -0.8916 0.4464  -0.04
C 1.4417 1.0872 -0.7665  -0.11
C 1.4488 1.4786 0.6099  0.11
H -1.4131 -1.6625 -1.5032  0.22
H -2.4999 -2.3510 -0.1450  0.22
H -1.4172 -0.8517 1.5020  0.24
H 2.0660 1.4415 -1.5242  0.23
N -0.0924 -0.0275 0.1541  0.07
N 0.5100 0.2015 -0.9915  -0.14
O 0.4514 0.7248 1.1746  -0.27
S 2.3600 2.5247 1.4901  -0.10

SMILES ... C=Cn1ncc(=S)o1
HOMO ... -8.336 eV

***

Least stable: model a

***

Model a:
C4H4N2OS | ωB97M-V/def2-TZVPD

Each line ends with the natural charge from an NBO analysis.
Element x y z (Å)
C -0.4946 0.6264 0.7088  -0.02
C 3.5982 -0.4128 -0.0394  0.65
C -2.2968 0.3781 -0.6443  -0.38
C -0.3755 -0.7237 0.4871  -0.42
N -1.4201 1.2487 0.0625  -0.38
N 4.6565 -0.2971 -0.6288  -0.30
O 2.5619 -0.4943 0.4751  -0.42
S -1.6641 -1.3612 -0.4336  0.31
H -3.2658 0.6663 -0.1882  0.25
H -2.2658 0.5569 -1.7894  0.23
H 0.6196 -1.2366 0.7283  0.27
H 0.3464 1.0493 1.2620  0.21

HOMO (alpha / beta) ... -10.028 / -7.297 eV

***

Model b:
C4H4N2OS | ωB97M-V/def2-TZVPD

Each line ends with the natural charge from an NBO analysis.
Element x y z (Å)
C 0.5419 0.7121 1.4024  0.20
C 0.0745 0.1422 0.2782  -0.06
C -1.3279 -0.7211 -1.2810  0.19
C 0.7798 -0.3546 -0.9026  0.09
H 2.3920 0.6849 0.9924  0.48
H -0.1218 1.0421 2.1993  0.19
H -2.0500 0.0510 0.5297  0.43
H 1.8624 -0.3443 -1.0438  0.20
N -1.2525 -0.1351 -0.0540  -0.57
N -0.0138 -0.8414 -1.7904  -0.41
O 1.8214 0.9597 1.7058  -0.63
S -2.7060 -1.1955 -2.0361  -0.12

SMILES ... O/C=C1\C=NC(=S)N1
HOMO ... -8.160 eV

***

Model c:
C4H4N2OS | ωB97M-V/def2-TZVPD

Each line ends with the natural charge from an NBO analysis.
Element x y z (Å)
C 1.6103 -0.6209 -0.0302  0.29
C 0.3937 -0.0653 -0.1695  -0.09
C 0.0386 1.3136 -0.0752  0.07
C -1.6864 0.1022 -0.0500  0.23
H 3.4981 -0.4272 0.2599  0.50
H 1.7241 -1.6702 0.1512  0.19
H 0.7283 2.1968 0.0133  0.22
H -3.5177 -1.4412 0.0094  0.14
N -1.2790 1.4343 -0.0223  -0.46
N -0.7760 -0.8245 -0.1441  -0.48
O 2.7269 0.1148 0.0337  -0.64
S -3.4609 -0.1124 0.0240  0.04

SMILES ... O/C=C1\C=NC(S)=N1
HOMO ... -8.541 eV

***

Least stable: model a